Molecular formula: C38H103N5O11
Method: DFT, wB97M-V/def2-TZVPD

**Total energy**: -2610.8976 Eh
**E_HOMO**: -8.89 eV
**Multiplicity**: 1
**HOMO-LUMO gap**: 9.494 eV
**LUMO level**: 0.606 eV
**Structure (SMILES)**: COC[C@H](C)N.COC[C@H](C)N.COC[C@H](C)N.COC[C@H](C)N.COC[C@H](C)N.CC(C)O.CC(C)O.CC(C)O.CC(C)O.CC(C)O.CC(C)O

Geometry as XYZ:
```
157
C38H103N5O11, DFT wB97M-V/def2-TZVPD
C -4.67 0.06 -2.84
C -5.86 1.00 -2.56
C -7.12 0.23 -2.13
O -5.56 1.89 -1.46
H -4.41 -0.43 -1.88
H -3.79 0.67 -3.15
H -4.89 -0.72 -3.59
H -6.09 1.66 -3.43
H -8.04 0.84 -2.24
H -6.94 -0.14 -1.13
H -7.25 -0.64 -2.77
H -4.87 2.55 -1.68
C 1.30 0.51 4.66
C 0.00 1.22 4.75
C -1.12 0.60 5.61
O 0.28 2.57 5.16
H 2.01 1.15 4.13
H 1.22 -0.49 4.17
H 1.66 0.41 5.71
H -0.37 1.32 3.69
H -2.13 0.96 5.43
H -0.87 0.62 6.69
H -1.10 -0.48 5.39
H -0.51 3.09 4.93
C -0.35 -4.43 3.52
C 0.26 -5.77 3.12
C -0.38 -6.24 1.84
O 1.68 -5.60 3.02
H -0.11 -3.66 2.83
H 0.09 -4.31 4.50
H -1.42 -4.48 3.55
H 0.00 -6.45 3.92
H -1.44 -6.29 1.94
H 0.00 -7.26 1.55
H -0.27 -5.61 0.95
H 2.00 -6.34 2.52
C -0.73 0.34 0.65
C 0.44 -0.61 0.56
C 1.75 0.06 1.02
O 0.07 -1.67 1.50
H -1.61 -0.13 0.27
H -0.40 1.19 0.09
H -0.94 0.69 1.67
H 0.58 -1.02 -0.46
H 2.57 -0.62 0.88
H 1.69 0.42 2.04
H 1.92 0.87 0.27
H 0.92 -2.13 1.69
C 4.23 -1.02 -1.81
C 5.40 -1.80 -2.32
C 6.68 -1.06 -2.45
O 5.65 -2.87 -1.39
H 3.97 -0.23 -2.52
H 4.36 -0.52 -0.82
H 3.36 -1.63 -1.72
H 5.10 -2.25 -3.28
H 6.96 -0.73 -1.46
H 6.62 -0.20 -3.16
H 7.52 -1.61 -2.88
H 4.77 -3.29 -1.26
C -3.09 -3.12 0.07
C -2.21 -2.98 -1.16
C -1.09 -4.03 -1.16
O -3.00 -3.25 -2.36
H -2.54 -2.76 0.91
H -3.35 -4.16 0.40
H -4.03 -2.55 0.00
H -1.79 -1.98 -1.18
H -0.62 -3.91 -0.18
H -0.41 -3.95 -2.02
H -1.57 -5.02 -1.15
H -3.56 -2.48 -2.55
C -1.40 -0.32 -4.15
C -0.20 -0.98 -4.77
C 1.06 -0.70 -3.94
O 2.24 -1.30 -4.52
C 2.83 -0.65 -5.64
N -0.45 -2.42 -4.87
H -1.32 -0.57 -3.10
H -2.35 -0.64 -4.55
H -1.39 0.75 -4.22
H -0.06 -0.60 -5.77
H 0.99 -1.06 -2.94
H 1.24 0.35 -3.90
H 2.27 -0.65 -6.58
H 3.81 -1.08 -5.82
H 2.90 0.43 -5.40
H 0.46 -2.87 -5.03
H -0.90 -2.79 -4.07
C 0.72 4.01 1.66
C 1.96 4.44 2.31
C 3.08 3.48 2.17
O 3.41 3.44 0.84
C 4.75 2.92 0.68
N 2.41 5.72 1.82
H 0.91 3.75 0.61
H -0.08 4.74 1.65
H 0.35 3.11 2.16
H 1.83 4.52 3.42
H 2.78 2.45 2.54
H 3.91 3.87 2.77
H 4.72 1.87 0.96
H 5.49 3.48 1.30
H 4.97 3.05 -0.35
H 2.49 5.73 0.82
H 1.71 6.42 2.12
C -2.60 3.10 -3.78
C -2.21 2.84 -2.37
C -0.81 3.45 -2.15
O 0.22 2.74 -2.83
C 1.47 3.31 -2.46
N -3.18 3.49 -1.45
H -1.75 2.77 -4.44
H -2.80 4.21 -3.94
H -3.51 2.55 -4.13
H -2.18 1.78 -2.12
H -0.60 3.49 -1.09
H -0.89 4.51 -2.50
H 1.53 3.28 -1.42
H 1.55 4.35 -2.81
H 2.26 2.68 -2.92
H -3.05 3.29 -0.43
H -3.30 4.50 -1.65
C 4.41 -4.05 1.42
C 3.28 -3.18 0.97
C 2.37 -3.89 -0.02
O 3.13 -4.31 -1.22
C 2.39 -4.19 -2.40
N 2.44 -2.79 2.06
H 4.17 -5.04 1.68
H 4.88 -3.67 2.34
H 5.20 -4.10 0.69
H 3.66 -2.35 0.46
H 1.53 -3.28 -0.31
H 2.01 -4.86 0.47
H 1.48 -4.77 -2.29
H 3.00 -4.49 -3.26
H 2.13 -3.15 -2.58
H 2.97 -2.16 2.70
H 2.29 -3.63 2.64
C -3.70 5.46 2.73
C -3.48 4.29 3.73
C -2.96 3.08 2.94
O -3.70 2.81 1.76
C -4.65 1.79 1.77
N -2.35 4.63 4.63
H -4.36 5.14 1.92
H -2.74 5.86 2.38
H -4.18 6.27 3.35
H -4.39 4.13 4.28
H -3.00 2.19 3.58
H -1.96 3.37 2.65
H -5.01 1.51 0.78
H -5.57 2.18 2.31
H -4.22 0.97 2.37
H -2.33 5.66 4.69
H -2.56 4.36 5.59
```